C37H67N6O6PdS5 | ωB97M-V with the def2-TZVPD basis set

Positions of all 122 atoms, in Å:
Pd (-0.654, -2.938, 1.083)
C (1.105, 0.830, 0.043)
C (-0.287, 0.411, 0.558)
C (-1.527, 1.130, 0.090)
O (-0.367, -0.959, 0.326)
H (1.156, 0.995, -1.033)
H (1.999, 0.262, 0.299)
H (1.295, 1.861, 0.340)
H (-0.442, 0.568, 1.625)
H (-2.511, 0.865, 0.475)
H (-1.603, 1.064, -0.995)
H (-1.488, 2.186, 0.360)
C (-4.415, -4.490, -0.561)
S (-3.128, -3.607, -1.486)
O (-2.014, -3.288, -0.540)
C (-2.693, -4.929, -2.683)
H (-4.003, -5.316, 0.019)
H (-5.074, -4.933, -1.308)
H (-5.024, -3.836, 0.062)
H (-3.478, -5.686, -2.702)
H (-1.666, -5.293, -2.667)
H (-2.819, -4.458, -3.657)
C (3.324, -2.945, -0.096)
S (2.222, -4.348, 0.434)
O (0.804, -4.039, -0.038)
C (2.980, -5.448, -0.788)
H (3.137, -2.541, -1.091)
H (4.316, -3.389, -0.012)
H (3.139, -2.067, 0.523)
H (4.053, -5.494, -0.605)
H (2.793, -5.120, -1.810)
H (2.553, -6.450, -0.740)
C (0.918, -2.618, 5.446)
S (1.681, -2.664, 3.708)
O (0.533, -2.890, 2.701)
C (2.299, -0.957, 3.433)
H (1.776, -2.408, 6.085)
H (0.544, -3.639, 5.522)
H (0.154, -1.841, 5.493)
H (2.922, -0.514, 4.210)
H (1.521, -0.194, 3.443)
H (2.938, -0.820, 2.560)
C (-4.579, -1.579, 2.152)
S (-3.734, -3.152, 2.693)
O (-2.205, -2.860, 2.695)
C (-4.217, -3.237, 4.432)
H (-4.393, -1.529, 1.079)
H (-4.314, -0.550, 2.397)
H (-5.666, -1.658, 2.155)
H (-3.848, -4.201, 4.783)
H (-5.276, -3.018, 4.571)
H (-3.685, -2.436, 4.944)
C (1.599, 6.993, 0.552)
S (0.839, 6.453, -0.965)
O (1.869, 6.212, -2.018)
C (0.140, 4.812, -0.379)
H (1.125, 7.470, 1.410)
H (2.242, 7.796, 0.191)
H (2.161, 6.211, 1.062)
H (-0.642, 5.033, 0.347)
H (1.052, 4.328, -0.030)
H (-0.283, 4.206, -1.180)
N (3.072, 4.080, 4.830)
C (4.120, 3.300, 5.115)
C (4.122, 2.288, 4.184)
C (3.089, 2.523, 3.304)
C (2.327, 3.597, 3.730)
H (2.835, 4.845, 5.446)
H (4.808, 3.407, 5.941)
H (4.832, 1.475, 4.223)
H (2.932, 1.906, 2.432)
H (1.400, 4.083, 3.468)
N (-3.208, 2.914, 5.516)
C (-4.473, 3.085, 4.963)
C (-4.467, 3.040, 3.575)
C (-3.143, 2.971, 3.222)
C (-2.375, 2.774, 4.414)
H (-2.950, 2.937, 6.493)
H (-5.318, 3.315, 5.594)
H (-5.393, 3.163, 3.033)
H (-2.767, 2.914, 2.211)
H (-1.332, 2.510, 4.501)
N (0.882, -3.561, -2.798)
C (1.023, -4.245, -3.958)
C (1.317, -3.243, -4.902)
C (1.282, -1.975, -4.170)
C (1.028, -2.259, -2.874)
H (0.784, -4.005, -1.896)
H (0.851, -5.302, -4.097)
H (1.369, -3.391, -5.971)
H (1.276, -0.965, -4.553)
H (1.089, -1.531, -2.079)
N (-1.208, 1.935, -5.029)
C (-0.775, 2.828, -5.934)
C (0.072, 3.714, -5.318)
C (0.269, 3.235, -4.042)
C (-0.427, 2.120, -3.857)
H (-1.746, 1.098, -5.205)
H (-1.086, 2.824, -6.968)
H (0.558, 4.596, -5.707)
H (0.915, 3.782, -3.372)
H (-0.547, 1.417, -3.047)
N (5.750, 1.820, -1.519)
C (6.036, 0.552, -1.840)
C (4.887, 0.015, -2.355)
C (3.890, 0.999, -2.211)
C (4.471, 2.178, -1.848)
H (6.385, 2.485, -1.100)
H (7.044, 0.214, -1.655)
H (4.887, -1.020, -2.664)
H (2.867, 0.710, -2.403)
H (4.138, 3.173, -1.593)
N (-2.161, -1.189, -3.582)
C (-2.462, -0.722, -4.837)
C (-3.584, 0.059, -4.676)
C (-3.936, 0.205, -3.286)
C (-3.028, -0.597, -2.691)
H (-1.443, -1.841, -3.299)
H (-1.896, -0.885, -5.742)
H (-4.215, 0.440, -5.465)
H (-4.847, 0.664, -2.933)
H (-2.973, -0.810, -1.634)

Calculated values
* LUMO energy (spin up / spin down): -1.904 / -2.745 eV
* orbital gap (spin up / spin down): 7.00 / 6.16 eV
* HOMO level (spin up / spin down): -8.91 / -8.91 eV
* energy relative to the best compared isomer or geometry (same formula, charge and spin): 452.18 kJ/mol
* spin multiplicity: 3
* total charge: +1

=====

C55H57AsBBrFeN8O2P | ωB97M-V with the def2-TZVPD basis set

Positions of all 127 atoms, in Å:
Fe (0.193, -1.576, 0.774)
C (3.335, 0.590, 2.428)
C (2.614, -0.482, 3.163)
C (2.813, -0.823, 4.502)
C (2.026, -1.938, 4.719)
C (1.830, -2.692, 5.983)
N (1.411, -2.232, 3.557)
N (1.740, -1.326, 2.611)
B (0.645, -3.521, 3.257)
N (1.223, -4.119, 1.949)
N (1.547, -3.353, 0.891)
C (2.208, -4.101, 0.014)
C (2.748, -3.530, -1.249)
C (2.304, -5.402, 0.509)
C (1.667, -5.375, 1.739)
C (1.468, -6.507, 2.679)
N (-0.859, -3.184, 3.137)
N (-1.311, -2.219, 2.306)
C (-2.635, -2.148, 2.443)
C (-3.469, -1.221, 1.636)
C (-3.050, -3.084, 3.391)
C (-1.894, -3.726, 3.810)
C (-1.773, -4.816, 4.808)
H (3.471, 1.465, 3.060)
H (2.810, 0.873, 1.522)
H (4.327, 0.229, 2.152)
H (3.442, -0.325, 5.210)
H (2.322, -2.161, 6.793)
H (2.253, -3.693, 5.904)
H (0.772, -2.781, 6.224)
H (0.793, -4.303, 4.124)
H (2.528, -2.465, -1.287)
H (2.312, -4.022, -2.117)
H (3.826, -3.673, -1.292)
H (2.779, -6.242, 0.047)
H (1.954, -7.393, 2.279)
H (0.409, -6.719, 2.815)
H (1.895, -6.283, 3.654)
H (-2.869, -0.770, 0.847)
H (-3.890, -0.430, 2.255)
H (-4.297, -1.766, 1.188)
H (-4.048, -3.272, 3.729)
H (-2.757, -5.049, 5.205)
H (-1.127, -4.513, 5.627)
H (-1.350, -5.717, 4.370)
C (-1.579, -4.684, 0.389)
O (-1.072, -3.592, -0.360)
C (-0.976, -3.805, -1.706)
C (-1.413, -4.961, -2.334)
C (-1.292, -5.076, -3.712)
Br (-1.898, -6.661, -4.560)
C (-0.729, -4.076, -4.465)
C (-0.249, -2.916, -3.845)
C (-0.396, -2.774, -2.464)
O (-0.009, -1.641, -1.774)
C (0.369, -1.960, -4.756)
N (0.022, -1.920, -6.013)
C (0.862, -1.036, -6.625)
C (0.948, -0.670, -7.965)
C (1.935, 0.221, -8.319)
C (2.819, 0.742, -7.371)
C (2.760, 0.379, -6.041)
C (1.768, -0.515, -5.673)
N (1.413, -1.098, -4.473)
H (-0.970, -5.576, 0.235)
H (-2.620, -4.888, 0.129)
H (-1.522, -4.404, 1.431)
H (-1.859, -5.770, -1.783)
H (-0.644, -4.154, -5.537)
H (0.212, -0.952, -2.415)
H (0.266, -1.093, -8.683)
H (2.043, 0.520, -9.350)
H (3.574, 1.446, -7.688)
H (3.469, 0.765, -5.329)
H (1.977, -1.075, -3.639)
C (0.232, 2.594, 1.191)
C (0.249, 3.829, 0.317)
As (0.852, 5.458, 1.315)
C (0.113, 6.784, 0.075)
C (-0.023, 6.538, -1.286)
C (-0.494, 7.520, -2.139)
C (-0.811, 8.774, -1.648)
C (-0.659, 9.039, -0.297)
C (-0.199, 8.054, 0.556)
C (-0.613, 5.418, 2.619)
C (-1.944, 5.550, 2.243)
C (-2.952, 5.447, 3.185)
C (-2.639, 5.219, 4.516)
C (-1.316, 5.093, 4.903)
C (-0.309, 5.190, 3.957)
P (-0.307, 1.033, 0.306)
C (0.844, 1.162, -1.128)
C (2.042, 0.460, -0.994)
C (3.089, 0.671, -1.871)
C (2.945, 1.589, -2.898)
C (1.724, 2.211, -3.107)
C (0.674, 1.995, -2.230)
C (-1.928, 1.562, -0.350)
C (-2.807, 2.328, 0.415)
C (-4.089, 2.581, -0.038)
C (-4.522, 2.056, -1.246)
C (-3.658, 1.290, -2.011)
C (-2.375, 1.038, -1.561)
H (-0.453, 2.732, 2.033)
H (1.225, 2.406, 1.607)
H (-0.741, 4.020, -0.103)
H (0.956, 3.695, -0.504)
H (0.243, 5.570, -1.693)
H (-0.605, 7.310, -3.192)
H (-1.170, 9.543, -2.315)
H (-0.891, 10.022, 0.086)
H (-0.082, 8.265, 1.614)
H (-2.188, 5.745, 1.205)
H (-3.984, 5.556, 2.883)
H (-3.426, 5.156, 5.253)
H (-1.067, 4.929, 5.941)
H (0.731, 5.097, 4.250)
H (2.145, -0.250, -0.174)
H (4.015, 0.129, -1.744)
H (3.792, 1.825, -3.523)
H (1.593, 2.872, -3.949)
H (-0.275, 2.485, -2.391)
H (-2.501, 2.727, 1.371)
H (-4.756, 3.174, 0.569)
H (-5.532, 2.233, -1.583)
H (-3.982, 0.873, -2.954)
H (-1.709, 0.421, -2.148)

Calculated values
* LUMO energy (spin up / spin down): -1.988 / -2.605 eV
* orbital gap (spin up / spin down): 8.39 / 7.77 eV
* HOMO level (spin up / spin down): -10.37 / -10.37 eV
* energy relative to the best compared isomer or geometry (same formula, charge and spin): 109.45 kJ/mol
* spin multiplicity: 5
* total charge: +1

=====

Q: Which of these has the highest spin multiplicity?
A: C55H57AsBBrFeN8O2P

=====

Q: Look up the spin multiplicity of the first one.
A: 3